18
Properties=species:S:1:pos:R:3:forces:R:3 method="wB97M-V/def2-TZVPD" total_charge=+1 max_force_ev_per_a=4.99 lumo_energy_ev="-3.54 / -5.87" molar_mass_g_mol=132.2 multiplicity=3 homo_ha="-0.40081 / -0.52891" de_lowest_ev=2.778
C 0.71867 -0.17553 -0.38916 -4.182 1.161 2.454
C -0.91986 -0.73369 0.64817 3.462 0.964 -0.143
C -1.33394 0.35260 -1.80604 0.335 -3.033 0.732
C 1.81009 0.56374 0.33606 0.392 -2.321 -3.298
C -0.83135 -1.71953 1.75228 -0.415 0.139 -1.284
N -0.01729 0.78343 -1.31661 0.937 3.537 1.179
O -1.94088 1.37864 -2.39940 0.671 1.154 0.174
S -2.25784 -0.54191 -0.27643 -0.478 1.665 -2.641
H -1.04800 -0.48239 -2.45202 -0.701 -0.118 -0.247
H 1.90948 0.14792 1.25589 -0.245 -0.665 3.286
H 1.72579 1.60933 0.27598 0.033 1.353 0.193
H 2.77146 0.18190 -0.06453 -0.136 0.693 -0.412
H -1.34143 -2.59994 1.43353 -0.487 -0.979 -0.333
H -1.19366 -1.55705 2.74954 0.010 0.989 0.404
H 0.17762 -1.95590 1.70138 2.033 -0.825 0.864
H -0.15464 1.88480 -1.01263 0.298 -3.131 0.090
H 0.70157 0.94969 -2.03191 -0.585 -0.351 -0.805
H -2.85860 1.22873 -2.57941 -0.943 -0.234 -0.212

=====

17
Properties=species:S:1:pos:R:3:forces:R:3 method="wB97M-V/def2-TZVPD" total_charge=+1 max_force_ev_per_a=3.93 lumo_energy_ev=-3.35 molar_mass_g_mol=116.2 homo_ha=-0.48475 de_lowest_ev=2.194
C 0.89535 -0.59578 0.51665 1.170 -0.168 -1.283
C 1.34335 -1.63863 1.15756 0.852 0.088 0.376
C -0.65506 1.05812 0.52617 -0.051 0.598 -0.081
C 0.32183 1.66682 -0.40972 3.215 2.110 0.829
C -0.91020 -0.61414 -1.22350 -2.885 1.066 1.071
N -0.49696 -0.36268 0.18707 -1.777 -1.871 1.060
S 1.92810 0.65622 -0.27748 -2.403 -0.490 0.614
H 2.39821 -1.54944 1.36400 0.198 -0.606 0.143
H 0.80833 -2.50732 1.47467 -0.404 -0.188 0.252
H -0.31544 1.13779 1.52000 0.144 0.386 1.361
H -1.68477 1.39068 0.43964 -0.073 -0.002 -0.206
H -0.02296 1.63125 -1.39698 -0.232 0.260 -1.443
H 0.78084 2.66845 -0.17387 -1.481 -0.722 -0.087
H -0.09190 -0.83600 -1.81698 1.421 -0.139 -1.320
H -1.62943 -1.42131 -1.17373 0.138 -0.368 -0.356
H -1.50925 0.30365 -1.45436 0.729 -1.066 -0.702
H -1.16003 -0.98769 0.74087 1.439 1.112 -0.228